80
Properties=species:S:1:pos:R:3:mulliken_charge:R:1 method="wB97M-V/def2-TZVPD" e_homo_ev="-12.270 / -13.320" e_above_lowest_kcal_mol=0.00 mol_weight_g_mol=559.14 spin_multiplicity=5 total_charge=+2 orbital_gap_ev="6.0 / 5.3" fmax_ha_per_bohr=0.0496
Pd -1.45 1.66 -3.29 -0.63
P -3.02 0.00 -3.76 1.17
P 3.29 1.82 -1.70 0.35
Si -1.49 2.78 -1.27 0.84
C -0.73 2.59 -5.81 -1.38
C 3.08 -1.71 0.93 -1.40
C -0.42 -0.77 1.78 0.81
C 1.63 -1.48 1.02 0.64
C -0.24 -0.24 -5.37 -1.07
C -2.61 -1.74 -3.69 -1.27
C -1.39 4.58 -1.79 -1.18
C -0.64 -1.70 0.73 0.60
C 3.98 0.32 -2.47 -0.98
C -0.07 0.45 -4.01 -0.54
C 0.88 -3.13 -0.81 -1.70
C 0.68 2.58 -5.09 -0.89
C 0.63 -2.12 0.25 0.63
C 1.65 0.17 3.00 -1.67
C -3.03 2.22 -0.37 -0.90
C -0.06 2.47 -0.02 -0.55
C 4.29 3.14 -2.45 -1.26
C 0.98 -0.64 1.96 0.58
C 1.59 1.97 -2.69 -0.65
C -1.99 2.12 -5.12 -0.26
C -1.60 -0.17 -6.12 -1.55
C 1.08 1.45 -4.09 0.57
C -1.47 -0.11 2.58 -1.58
C -4.75 0.14 -3.32 -1.22
C -1.97 -2.14 0.25 -1.37
C -2.59 0.74 -5.40 -0.06
H 0.55 0.15 -6.04 0.51
H 1.01 0.99 3.34 0.36
H 2.60 0.59 2.63 0.40
H -4.88 0.88 -2.52 0.35
H -3.78 3.01 -0.45 0.40
H -0.61 2.10 -6.78 0.29
H -3.59 0.80 -5.88 0.67
H 3.64 -0.79 1.14 0.37
H -2.77 2.07 0.69 0.28
H 1.01 1.40 -1.94 -0.96
H -1.90 -2.09 -4.45 0.42
H 3.37 -2.08 -0.06 0.35
H 3.41 -2.46 1.67 0.35
H 1.96 0.91 -4.51 0.76
H -1.44 0.17 -7.15 0.51
H 1.77 -2.86 -1.40 0.40
H 1.07 -4.13 -0.39 0.37
H 1.38 3.05 -2.57 0.11
H -2.19 -1.94 -2.70 -0.10
H 0.79 3.55 -4.58 0.55
H 4.17 3.20 -3.54 0.33
H -2.39 0.03 2.00 0.35
H 5.33 2.93 -2.18 0.42
H 0.66 3.30 -0.08 0.38
H -2.78 2.90 -5.04 0.89
H -5.05 -0.85 -2.97 0.50
H 0.48 1.52 -0.13 -0.22
H -1.78 5.20 -0.97 0.42
H -2.55 -1.30 -0.16 0.11
H 3.22 -0.47 -2.55 0.15
H -1.88 -2.90 -0.53 0.46
H -1.14 0.87 2.94 0.43
H 0.03 -3.21 -1.49 0.37
H 0.07 -0.30 -3.21 1.15
H -1.97 4.78 -2.70 0.31
H -0.35 4.88 -1.98 0.29
H -5.33 0.41 -4.21 0.40
H -2.56 -2.57 1.08 0.42
H -0.52 2.47 0.98 0.37
H -3.57 -2.26 -3.82 0.54
H 0.02 -1.30 -5.23 0.45
H 4.76 -0.03 -1.77 0.41
H 4.43 0.55 -3.44 0.35
H -2.02 -1.18 -6.21 0.48
H 1.42 2.56 -5.91 0.25
H -1.74 -0.71 3.47 0.36
H 1.90 -0.44 3.88 0.37
H 4.02 4.10 -1.98 0.38
H -3.45 1.28 -0.76 0.03
H -0.93 3.65 -6.03 0.39


80
Properties=species:S:1:pos:R:3:mulliken_charge:R:1 method="wB97M-V/def2-TZVPD" e_homo_ev="-9.277 / -9.219" mol_weight_g_mol=597.72 spin_multiplicity=5 total_charge=+1 orbital_gap_ev="6.2 / 6.4" fmax_ha_per_bohr=0.0270
Pm 0.00 -0.34 1.76 0.42
P -1.38 -0.22 -0.62 0.75
P 1.69 0.32 -0.36 0.79
Si -0.43 2.50 2.56 0.39
C 0.46 -2.77 2.46 0.57
C 1.19 -0.45 -4.37 0.33
C -1.79 -0.95 4.85 -1.31
C -2.00 2.70 3.61 -1.18
C 2.65 1.87 -0.45 -1.21
C 1.41 -1.99 3.20 0.54
C 2.89 -2.02 3.07 -1.63
C 1.02 3.16 3.59 -1.15
C 2.66 -0.84 -1.37 -1.43
C -0.63 3.62 1.05 -0.87
C 0.68 -1.22 4.16 0.63
C 0.10 0.69 -1.32 1.07
C -1.60 0.87 -4.32 -0.08
C -0.84 -2.47 2.95 0.54
C 0.68 2.02 -4.63 -0.95
C -0.71 -1.52 4.01 0.31
C -1.39 -1.76 -1.59 -0.42
C 0.80 -3.77 1.41 -1.39
C 1.40 0.85 -4.05 -0.60
C 0.49 -0.91 -5.61 -1.21
C -0.99 -1.34 -5.40 -0.65
C -2.13 -3.09 2.52 -1.69
C 1.26 -0.31 5.19 -1.30
C -0.75 1.75 -5.17 -1.18
C -1.79 -0.45 -4.49 -0.66
C -2.79 0.80 -1.09 -0.91
H 0.17 0.31 -2.34 -1.58
H -2.26 3.77 3.66 0.38
H 3.32 -2.69 3.83 0.34
H 0.61 2.82 -3.87 0.34
H 3.21 -2.38 2.08 0.29
H -1.47 -1.39 -6.40 0.39
H -2.70 -0.92 -4.10 0.56
H 0.78 0.68 5.19 0.11
H -2.97 -2.38 2.59 0.43
H -1.46 3.29 0.41 0.14
H 1.28 2.45 -5.45 0.43
H -1.27 -1.57 -2.66 -0.58
H 0.28 3.67 0.44 0.20
H -2.74 1.08 -2.14 0.00
H -2.26 1.43 -3.66 0.53
H 0.55 -0.16 -6.41 0.26
H -2.84 2.15 3.17 0.30
H -0.59 -2.44 -1.25 0.16
H 3.67 -0.89 -0.93 0.53
H 1.66 -1.27 -3.80 0.22
H 2.20 -1.83 -1.35 0.31
H -2.37 -3.94 3.17 0.33
H 1.07 -4.72 1.90 0.33
H -2.75 -1.44 4.63 0.43
H -1.84 2.33 4.64 0.25
H -0.04 -3.97 0.73 0.31
H -2.08 -3.46 1.49 0.32
H 2.22 1.14 -3.37 0.74
H -1.93 0.14 4.70 0.06
H 2.75 -0.49 -2.41 0.43
H 3.66 1.64 -0.09 0.47
H 2.20 2.63 0.20 0.19
H 2.70 2.24 -1.49 0.33
H 3.34 -1.03 3.22 0.41
H -0.08 1.77 -1.36 0.46
H -1.26 2.73 -5.22 0.45
H 0.91 4.25 3.70 0.38
H 1.67 -3.47 0.79 0.27
H 1.05 2.70 4.58 0.31
H -0.70 1.38 -6.20 0.31
H 2.34 -0.17 5.05 0.36
H -0.86 4.64 1.41 0.47
H -1.57 -1.09 5.91 0.33
H 1.03 -1.80 -5.99 0.44
H -1.00 -2.37 -5.02 0.39
H -2.37 -2.24 -1.42 0.55
H 1.11 -0.73 6.20 0.35
H 1.98 2.96 3.08 0.25
H -2.81 1.71 -0.47 0.32
H -3.70 0.22 -0.91 0.46


80
Properties=species:S:1:pos:R:3:mulliken_charge:R:1 method="wB97M-V/def2-TZVPD" e_homo_ev="-7.268 / -8.999" e_above_lowest_kcal_mol=0.00 mol_weight_g_mol=621.65 spin_multiplicity=3 total_charge=+1 orbital_gap_ev="4.8 / 6.6" fmax_ha_per_bohr=0.0793
Tm -1.14 0.47 0.60 -0.75
P 1.46 -1.29 0.77 0.48
P 0.95 1.43 -0.94 0.67
Si 2.18 0.52 1.82 1.72
C -0.28 -1.92 1.07 -1.25
C -1.77 1.27 2.79 0.78
C 0.64 -0.36 -3.86 -0.54
C 0.44 -3.09 -1.70 -0.25
C 1.51 -0.40 -0.83 -1.54
C 2.17 -2.38 -3.54 -1.68
C -0.83 -2.44 -3.75 -1.08
C -3.35 0.78 1.16 0.60
C -4.46 0.13 0.40 -1.68
C 1.95 2.31 -2.17 -1.48
C 3.86 0.50 0.98 -1.46
C 1.79 -0.93 -3.46 -0.25
C -0.62 -2.47 -2.27 -0.34
C -1.06 1.25 4.10 -1.33
C 2.11 -0.09 3.60 -1.35
C -2.83 2.10 0.90 0.62
C -3.13 -0.94 3.10 -1.40
C -0.55 -1.08 -4.42 -0.69
C -3.28 3.06 -0.15 -1.61
C -1.28 3.73 2.18 -1.47
C 1.89 2.38 1.87 -1.52
C 1.82 -3.27 -2.33 -0.42
C -0.68 1.22 -1.83 -0.38
C -1.85 2.40 1.91 0.60
C -2.71 0.28 2.35 0.56
C 2.38 -2.79 1.13 -1.55
H 1.76 -2.83 -4.45 0.31
H -4.30 -0.95 0.32 0.34
H 0.30 -3.72 -0.79 0.79
H 3.30 -2.56 1.68 0.39
H -2.47 3.75 -0.43 0.45
H 2.97 2.51 -1.79 0.32
H -0.53 -1.85 2.14 0.63
H -1.61 4.11 3.16 0.27
H -0.85 0.23 4.46 0.36
H -1.57 4.44 1.41 0.44
H -0.19 -2.98 0.83 0.61
H -1.64 1.78 4.87 0.34
H 1.39 2.67 2.80 0.48
H -1.67 1.12 -1.33 -0.17
H -3.99 -0.68 3.74 0.37
H 4.46 1.17 1.61 0.53
H -2.34 -1.33 3.75 0.33
H 2.01 1.76 -3.12 0.46
H 2.92 2.79 1.89 0.57
H -0.43 -1.26 -5.50 0.40
H 1.37 2.84 1.00 0.39
H 2.60 -3.13 -1.56 -0.02
H 1.94 -4.34 -2.63 0.50
H 3.16 -0.32 3.84 0.47
H -3.45 -1.75 2.42 0.32
H -1.44 -0.44 -4.36 0.35
H -0.23 -3.21 -4.24 0.29
H 3.85 0.93 -0.03 0.19
H 4.34 -0.49 0.94 0.31
H -1.49 -2.22 -1.66 0.66
H -5.41 0.30 0.93 0.33
H 2.53 -0.47 -1.20 0.98
H 0.85 -0.96 -1.49 0.16
H -1.88 -2.69 -3.95 0.41
H -3.64 2.56 -1.06 0.32
H -4.53 0.57 -0.60 0.34
H 3.27 -2.43 -3.62 0.50
H 1.45 3.27 -2.36 0.42
H -4.11 3.68 0.23 0.34
H 1.47 -0.97 3.80 0.23
H -0.09 1.74 4.02 0.10
H 1.75 -3.40 1.78 0.47
H -0.82 2.14 -2.41 0.90
H 1.77 0.76 4.22 0.41
H -1.15 -1.61 0.41 -0.03
H -0.19 3.74 2.20 0.20
H 2.64 -0.29 -3.17 0.84
H -0.64 0.36 -2.51 -0.71
H 2.65 -3.39 0.26 0.38
H 0.60 0.73 -3.94 0.70


88
Properties=species:S:1:pos:R:3:mulliken_charge:R:1 method="wB97M-V/def2-TZVPD" e_homo_ev="-13.045 / -13.687" e_above_lowest_kcal_mol=0.23 mol_weight_g_mol=843.11 spin_multiplicity=2 total_charge=+2 orbital_gap_ev="8.4 / 6.1" fmax_ha_per_bohr=0.0239
Sb 1.76 -1.41 0.24 -0.92
As -0.90 2.50 2.00 0.81
As -1.82 -0.73 1.20 0.81
Cu -0.01 0.73 0.61 1.44
Si 1.68 -3.77 1.22 0.71
Si 3.49 -0.06 1.57 0.20
Si 2.27 -1.50 -2.26 0.59
O -2.84 -0.22 -3.69 -0.40
O -3.83 3.57 -2.67 -0.59
N -3.48 1.97 -4.21 -0.12
N -0.08 1.77 -1.17 1.30
C -0.71 3.66 -3.13 -0.48
C -2.04 -1.87 2.75 -1.05
C -5.11 2.58 1.93 -0.93
C -0.76 2.85 3.90 -1.19
C 1.63 -3.64 3.10 -1.18
C 5.15 -0.95 1.34 -1.12
C 3.30 -3.05 -2.58 -1.27
C -0.89 4.28 1.23 -1.37
C -3.78 2.92 2.04 -0.80
C 0.15 -4.58 0.47 -0.98
C -2.79 1.97 1.82 -0.08
C -4.50 0.34 1.40 -0.84
C 3.48 1.67 0.79 -0.61
C 0.57 -1.59 -3.07 -0.59
C -2.58 -1.83 -0.19 -0.62
C -1.27 1.77 -1.74 -0.47
C 0.54 3.64 -2.53 -1.23
C 3.26 0.05 -2.69 -0.85
C 0.79 2.69 -1.55 -0.49
C -2.74 0.82 -4.63 -0.44
C -5.47 1.30 1.62 -0.94
C 2.87 -0.05 3.35 -0.72
C 3.29 -4.57 0.67 -1.13
C -3.16 0.67 1.49 0.58
C -3.09 2.78 -3.19 -0.08
C -1.65 2.70 -2.72 -0.05
H -3.11 -2.08 2.82 0.45
H 1.51 -4.64 3.51 0.46
H -0.03 -0.73 -2.84 -0.23
H 2.73 -3.96 -2.51 0.35
H -0.96 4.40 -3.87 0.56
H 3.69 -2.98 -3.58 0.46
H -0.75 -4.11 0.81 0.13
H -3.65 -2.00 0.01 0.51
H -4.46 2.06 -4.47 0.29
H -1.65 3.42 4.21 0.46
H 2.88 0.94 -2.23 0.02
H -0.71 1.92 4.46 0.35
H 0.82 -3.02 3.51 0.32
H 3.35 -5.54 1.15 0.44
H -2.06 -2.77 -0.17 0.18
H 4.29 -0.06 -2.38 0.38
H 5.93 -0.34 1.79 0.42
H 1.74 2.67 -1.02 0.15
H -5.87 3.33 2.09 0.45
H -1.47 -2.82 2.62 0.25
H -3.09 0.50 -5.63 0.44
H -4.81 -0.68 1.17 0.29
H 5.17 -1.91 1.83 0.31
H -3.72 -0.62 -3.78 0.28
H -3.51 3.94 2.29 0.35
H 0.09 -5.62 0.75 0.50
H 0.67 -1.65 -4.14 0.50
H -1.70 -1.35 3.65 0.38
H -1.98 1.01 -1.42 0.42
H 0.17 -4.54 -0.61 0.34
H -1.66 1.05 -4.69 0.26
H 1.91 0.46 3.43 0.02
H 0.03 -2.47 -2.76 0.34
H -6.52 1.03 1.54 0.45
H -2.46 -1.37 -1.18 -0.01
H 3.79 1.64 -0.23 0.32
H 3.35 -4.72 -0.39 0.32
H 0.14 4.63 1.14 0.44
H 2.49 2.13 0.84 -0.21
H 1.30 4.35 -2.80 0.58
H 4.15 -4.01 0.98 0.26
H 0.15 3.44 4.09 0.42
H 2.56 -3.26 3.47 0.38
H 3.57 0.48 3.98 0.44
H 2.75 -1.04 3.75 0.25
H 3.25 0.20 -3.75 0.48
H 4.18 2.30 1.32 0.58
H 5.40 -1.09 0.31 0.35
H -1.36 4.25 0.25 0.32
H -1.45 4.97 1.88 0.52
H 4.14 -3.14 -1.91 0.36